Record 1
{"formula": "C27H72HgO27S9", "method": "the ωB97M-V functional and the def2-TZVPD basis", "orbital_gap_ev": 10.701, "total_charge": 2, "relative_energy_kcal_mol": 0.0, "symbols": ["H", "H", "O", "S", "H", "O", "H", "C", "O", "H", "H", "H", "C", "H", "O", "O", "S", "O", "H", "C", "H", "H", "S", "H", "C", "O", "O", "C", "H", "H", "H", "C", "H", "O", "C", "H", "C", "H", "O", "O", "S", "H", "H", "H", "H", "H", "H", "Hg", "H", "C", "O", "O", "S", "S", "C", "C", "C", "C", "C", "H", "H", "O", "H", "C", "O", "C", "C", "H", "H", "H", "H", "H", "O", "H", "S", "O", "H", "H", "O", "H", "H", "H", "H", "H", "H", "H", "C", "H", "H", "H", "H", "O", "O", "H", "C", "H", "H", "H", "C", "H", "C", "H", "C", "H", "H", "O", "H", "O", "O", "O", "H", "C", "O", "H", "H", "H", "S", "H", "H", "H", "H", "H", "O", "H", "C", "H", "H", "S", "C", "H", "C", "H", "H", "O", "H", "C"], "xyz": [[2.1553, -1.9918, 3.8889], [4.9028, -1.1250, -4.6275], [0.8907, 0.4601, 4.5359], [2.8009, 0.1068, -2.8148], [-2.3891, -4.7909, -4.5061], [3.3432, -2.9465, -0.9283], [-1.7590, 3.7348, -2.4161], [-2.8361, 0.6440, -4.1716], [3.1006, -1.1798, -3.6470], [-5.4025, -3.2156, 4.6140], [2.3855, 2.2400, -3.5233], [-3.8013, 6.3128, 2.0072], [4.3252, 3.3751, -0.5690], [1.5397, -3.6379, -2.8868], [0.7635, 4.0865, -2.0352], [-1.1450, -0.9317, 4.3107], [-1.8759, -3.0083, 1.5645], [3.9548, 0.4836, -2.0645], [-4.4153, 1.8446, 3.2197], [-5.1800, -0.9990, -2.2689], [2.6406, -3.9411, 2.2646], [-5.6805, -2.7916, 3.0157], [-2.2765, 1.8792, 2.2764], [5.1825, -2.0396, 2.4744], [0.4717, 2.2049, 6.1800], [3.5932, -1.8425, 1.2271], [3.0589, 2.9163, -0.0283], [-1.6944, 3.9627, -1.3548], [-5.4842, -1.9901, -2.6064], [-3.3148, -4.8585, 1.1973], [-6.7698, -0.8346, -0.8314], [4.4484, -3.1393, -4.0169], [-4.9368, -1.5554, 4.0792], [4.3591, 1.2290, 1.1777], [0.6084, 0.7242, 5.9164], [1.4143, 5.8925, -3.8207], [-5.6808, -0.8900, -0.8533], [-4.6807, -5.1832, -3.8546], [-3.9236, 1.4240, -1.9447], [-2.5292, 3.2582, 1.5729], [-3.0168, 0.4231, -2.4219], [-2.4155, 3.4054, -0.7637], [0.5085, 2.3679, 7.2566], [6.9055, -2.1247, 0.5504], [3.2729, 3.2571, 2.7214], [-2.9498, -3.9347, -0.3211], [-3.5767, 1.3546, -4.5231], [-0.0971, -0.2440, -0.0472], [-5.6351, -0.2974, -2.9658], [-3.9630, -4.8277, -3.1195], [1.5477, -0.1154, -2.1770], [1.4467, -1.9396, 0.2455], [-0.6461, -2.8051, -3.1282], [0.1861, -0.7633, 3.8246], [-3.2511, 5.5365, 1.4758], [4.7552, 4.7101, 0.0353], [-4.9610, -2.6106, 3.8206], [2.1816, 5.7396, -3.0679], [-2.8247, -4.0848, -3.7904], [1.2938, -4.2058, 1.2962], [4.6955, 4.6590, 1.1239], [-0.9382, -3.5189, 2.5003], [4.0063, -3.4158, -4.9709], [2.3814, -4.1462, 1.2237], [-0.9468, -2.0613, -4.3032], [-3.8914, 1.2358, 2.4840], [5.9066, -1.7089, 0.4198], [-0.2800, 0.2047, 6.2922], [-2.8984, -3.0432, 4.2724], [2.8906, 4.9840, -3.4129], [-4.4245, 1.3109, 1.5388], [1.3869, -1.8185, 5.4681], [-1.4943, -2.0117, 0.6294], [4.0853, -3.7038, -3.1640], [3.0320, 1.7142, 1.0016], [-1.7363, 0.3076, -1.8135], [-3.1492, -3.2171, -4.3570], [-3.7223, -4.2038, 3.2041], [-0.3805, -2.1354, -1.8995], [0.8311, -3.9658, -4.5489], [1.3520, 0.2739, 6.5861], [-3.9396, 4.1133, 2.8834], [5.5754, -2.0584, -0.5552], [5.1205, 2.6511, -0.4422], [-2.2786, 4.5823, 3.1724], [5.8163, 4.8461, -0.1712], [-2.5695, -4.3186, 0.6274], [0.7389, 6.1031, -1.5565], [-4.4076, -4.1688, -2.3740], [5.8783, -0.6277, 0.5085], [3.3727, 1.2971, -4.7802], [0.0254, 2.0814, -0.9145], [0.3996, -0.5589, 2.4213], [-3.8075, 0.2178, 2.8572], [1.2132, -2.0878, 4.4297], [4.9855, -3.3973, 1.3751], [-3.9658, 5.2396, 0.7035], [1.5513, 1.0839, -4.4713], [0.6701, -3.9234, -3.4786], [-5.3963, -1.7845, -0.2930], [4.4878, -1.6607, -3.7745], [5.0137, -1.4144, -2.8577], [-3.6070, -3.1476, 3.4541], [2.9239, -5.0222, 0.8939], [-1.7282, -4.9019, 0.2459], [-1.8418, -3.8001, -2.7800], [-0.4372, 2.6399, 5.7753], [2.0109, 0.8234, 0.5490], [-3.7354, -0.9795, -2.3193], [0.2587, 4.1830, 0.3674], [1.4984, 2.8722, 2.3328], [2.5432, 1.3180, -4.0868], [-1.6051, 1.0611, 1.3119], [0.3804, -4.8904, -3.0657], [-1.8093, 5.0350, -1.2145], [2.1406, 5.1396, -0.9372], [2.6674, -2.6634, 0.2953], [2.8029, 6.6052, -2.8383], [4.1535, 5.5188, -0.3678], [-3.0394, -0.3102, -4.6518], [0.7220, -3.0306, 4.2191], [1.3062, 2.7463, 5.7275], [-3.1001, -2.3934, 2.3163], [-3.5662, -5.7162, -2.6266], [1.4894, 5.3461, -1.7776], [5.5059, -3.4267, -4.0962], [-1.8031, 0.9295, -4.3472], [-0.0845, 3.5033, -0.8432], [2.5172, 2.5174, 2.4728], [2.5287, 1.7779, 3.2746], [4.9638, -2.3040, 1.4431], [4.1001, 3.5337, -1.6222], [-5.2804, -0.0377, -0.3074], [-1.6690, 2.1231, 3.5325], [-2.3245, 5.9079, 1.0462], [-2.9965, 4.3592, 2.3867]]}

=====

Record 2
{"formula": "C27H72O27S9", "method": "the ωB97M-V functional and the def2-TZVPD basis", "orbital_gap_ev": 10.709, "relative_energy_kcal_mol": 25.8, "symbols": ["H", "O", "O", "H", "H", "H", "O", "C", "H", "C", "H", "C", "O", "O", "O", "H", "S", "O", "C", "H", "S", "H", "C", "H", "C", "C", "H", "H", "C", "C", "O", "H", "S", "H", "H", "H", "C", "O", "O", "H", "H", "H", "O", "H", "H", "H", "O", "H", "H", "C", "H", "H", "O", "H", "S", "H", "O", "O", "S", "C", "O", "H", "H", "S", "H", "H", "H", "H", "H", "H", "S", "H", "H", "H", "H", "O", "H", "H", "C", "C", "C", "H", "C", "O", "C", "C", "H", "H", "O", "C", "C", "H", "H", "O", "H", "O", "H", "C", "C", "C", "O", "H", "O", "H", "H", "H", "H", "H", "O", "H", "H", "H", "H", "C", "C", "O", "H", "H", "H", "H", "H", "H", "S", "H", "H", "S", "O", "C", "H", "O", "H", "H", "H", "C", "H"], "xyz": [[0.7713, 2.9647, 2.5552], [-6.3237, -1.8455, -0.4611], [-1.7458, -2.1734, 1.7636], [-2.7955, -4.1575, 3.2144], [-1.4464, 8.0151, 2.4698], [-3.0122, -0.7050, 0.0370], [5.7982, -2.1572, 2.4693], [0.5012, -3.7138, -6.2335], [-2.7389, -4.5027, 0.9574], [-1.6582, 7.3936, 1.6045], [-1.6174, 7.9468, 0.6706], [7.4179, -1.6648, -4.4379], [0.7850, -0.0297, 0.9326], [-5.4162, 0.0101, 0.8198], [1.0132, -3.0890, -7.4126], [-7.4732, -0.0697, 1.0131], [5.2064, -1.0769, -3.1702], [1.5791, 1.2477, -1.1339], [3.1093, -2.1851, 2.6111], [7.4696, -0.6482, -6.4183], [4.6968, -1.4578, 3.0651], [-2.5708, 6.8131, 1.7049], [7.7953, -1.5505, -5.9040], [-1.9659, 4.0891, 2.5187], [-6.7032, 1.8234, 1.7337], [-6.6110, 0.3157, 1.5552], [4.4105, 1.2143, -3.7471], [-2.5782, -5.7939, 5.1784], [-1.2014, -2.9868, -8.9399], [-1.6918, -4.5704, 0.6759], [-3.0722, 6.0656, -3.4004], [-2.2497, 3.5094, 4.9864], [0.6513, 0.2441, -0.6479], [-0.5852, -3.6106, -6.2488], [1.9305, -1.7364, -0.5178], [0.5466, 2.9036, 0.8624], [-2.0501, -0.2311, 4.3367], [-0.4438, -0.6667, 7.7029], [0.4526, -5.0330, -8.8053], [-6.1200, 2.1598, 2.5875], [8.8848, -1.6084, -5.9772], [0.2100, -2.7656, 5.8561], [-0.4913, 5.5040, 3.0012], [-0.5958, 5.8222, -1.5866], [7.9807, -2.4852, -3.9885], [7.5047, -2.4235, -6.4935], [4.7009, -1.1782, 4.4848], [0.3546, -2.0584, -1.3156], [-1.5116, -4.3172, -0.3654], [4.7772, 0.0224, 0.8753], [-0.8548, -5.6560, 5.1973], [-3.6555, -0.2216, 2.8854], [-0.7373, 0.3960, -0.9793], [-1.5976, -3.2556, -9.9163], [-2.3643, 4.8756, -3.0270], [0.8176, -4.7562, -6.2022], [6.0430, -1.9639, -4.2257], [-0.6804, 5.2284, 0.5009], [-5.2291, -1.5292, 0.4061], [-1.6971, 4.7876, 3.3170], [0.0744, 0.8092, 5.7355], [-0.0808, 4.3653, -2.3281], [0.5201, -2.0789, -4.7798], [-0.3410, 6.1822, 1.5235], [0.3914, -1.7087, 4.4583], [3.7406, 1.8504, 0.1936], [6.0978, 0.8083, -4.1400], [-2.4688, 5.5314, 3.5148], [7.7547, -0.7498, -3.9455], [1.1398, -3.5507, -4.1249], [-0.8184, -3.2762, 1.6188], [-1.6622, -6.3418, 3.7886], [-1.9135, -3.4396, 4.6009], [2.1090, -2.6179, -5.2556], [3.0727, -2.2317, 1.5268], [4.5362, -0.0328, 2.2816], [1.3762, 0.6845, 2.7812], [-4.0766, 2.7130, 0.2387], [4.7410, 1.4331, 0.3111], [0.4203, 2.3019, 1.7622], [-1.3527, 3.9300, 4.5207], [-1.0887, -1.9038, -8.9822], [-3.6922, -1.2981, -0.5659], [-5.0345, -2.2851, 1.6209], [0.5869, -1.8019, 5.5238], [-1.9057, -4.2203, 3.8369], [-1.2531, -5.5151, 0.9836], [-4.1842, 0.2277, 4.4551], [0.9244, 6.8466, 1.5131], [-0.6618, 5.2664, -2.5200], [-1.7206, -5.5559, 4.5455], [-7.7349, 2.1663, 1.8039], [1.6013, -1.6278, 5.8740], [-2.9323, 4.3578, -1.5716], [-6.5511, -0.1175, 2.5551], [1.3194, -2.8906, -9.8107], [-1.8094, 0.8296, 4.3189], [-3.5071, -0.4576, 3.9402], [1.0989, -2.9669, -5.0449], [-2.9859, 2.8081, 0.2532], [6.0463, -0.7893, -2.0361], [-0.6233, 2.0522, 1.9530], [-1.8580, -0.7299, 5.6680], [-1.4436, 2.9200, -1.2776], [-2.6508, 1.8300, 0.6015], [-0.8583, 4.5390, 5.2810], [-6.3413, 2.3168, 0.8276], [-3.3166, -2.2962, -0.7752], [-0.6980, -4.0005, 3.0714], [-3.8031, -1.4906, 4.1072], [5.7731, -0.3999, 0.7296], [-2.9705, 2.2823, -1.7857], [2.3791, -1.5026, 3.0366], [1.2731, 1.0349, 1.7524], [1.1886, -1.3716, -1.2192], [-2.3042, 3.7114, -3.8724], [-0.2198, 5.8114, -3.3520], [5.0843, 1.3260, -0.7212], [4.7868, 0.1976, -5.1469], [1.6349, -1.2320, -2.2031], [-0.7069, 3.0627, 4.3889], [-3.9515, -0.8091, -1.5006], [-0.3646, -0.4406, 6.2964], [4.0871, -0.6131, 0.3097], [2.3101, 1.2512, 1.4921], [0.5368, -3.6077, -8.8506], [3.9229, -1.7126, -2.9980], [5.0721, 0.4398, -4.1244], [2.9590, -3.1818, 3.0178], [0.5331, -3.0977, 1.1755], [-2.7590, 3.5809, 0.9863], [-1.4779, -0.8325, 3.6285], [-1.7781, -3.3674, -8.1067], [-2.5209, 3.0633, -1.1665], [5.4066, 2.1354, 0.8077]]}

=====

no.,M (Da)
1,1318.04
2,1117.45